Record 1
51
Properties=species:S:1:pos:R:3 method="wB97M-V/def2-TZVPD" lumo_ev=-0.3 homo_energy_ev=-8.67 largest_force_ev_per_a=1.0 e_tot_ha=-2280.5543 e_above_lowest_kcal_mol=12.7 multiplicity=1
Sn 0.453 -0.646 0.358
O -0.272 2.917 2.329
C -0.512 2.176 1.402
O -0.571 0.868 1.491
C -0.775 2.732 0.002
P 0.248 1.850 -1.251
C 1.963 2.127 -0.685
C 2.360 3.016 0.309
C 3.697 3.082 0.678
C 4.642 2.281 0.055
C 4.255 1.391 -0.937
C 2.919 1.305 -1.293
C 0.080 3.036 -2.641
C 1.107 3.888 -3.033
C 0.868 4.871 -3.984
C -0.389 5.008 -4.551
C -1.404 4.131 -4.194
C -1.168 3.143 -3.253
H -0.610 3.806 -0.029
H -1.816 2.516 -0.251
H 1.638 3.652 0.804
H 3.999 3.768 1.458
H 5.681 2.343 0.350
H 4.990 0.769 -1.432
H 2.598 0.621 -2.074
H 2.093 3.798 -2.596
H 1.668 5.541 -4.270
H -0.580 5.793 -5.270
H -2.385 4.219 -4.643
H -1.959 2.452 -2.983
C -0.149 -1.528 3.869
C -1.257 -2.488 3.539
C -2.297 -2.712 4.427
C -3.348 -3.554 4.093
Cl -4.592 -3.871 5.257
C -3.409 -4.136 2.842
C -2.374 -3.926 1.942
C -1.288 -3.143 2.304
O -0.183 -2.953 1.495
C -0.117 -3.716 0.289
C -1.019 -3.098 -0.803
O -1.738 -3.799 -1.478
O -0.914 -1.806 -0.876
H -0.259 -1.147 4.882
H -0.181 -0.672 3.189
H 0.829 -2.002 3.777
H -2.294 -2.219 5.390
H -4.257 -4.743 2.560
H -2.454 -4.355 0.953
H -0.359 -4.762 0.462
H 0.918 -3.640 -0.054

---

Record 2
57
Properties=species:S:1:pos:R:3 method="wB97M-V/def2-TZVPD" lumo_ev=-3.0 homo_energy_ev=-11.47 charge=+1 largest_force_ev_per_a=1.9 e_tot_ha=-2598.6220 multiplicity=1
Mg 0.465 -1.725 -0.135
N 1.086 1.165 -0.069
O 0.532 2.201 0.315
O 2.323 1.024 -0.062
O 0.361 0.207 -0.515
C 2.064 4.157 -1.663
C 1.948 5.614 -1.626
N 1.849 6.754 -1.661
H 3.040 3.847 -2.029
H 1.253 3.632 -2.160
H 2.004 3.770 -0.643
C -1.735 2.419 -2.146
C -3.136 2.437 -2.483
N -4.253 2.460 -2.746
H -1.394 1.387 -2.019
H -1.514 2.896 -1.191
H -1.101 2.862 -2.914
C -4.003 -2.749 -0.059
S -2.997 -1.738 -1.166
O -1.614 -1.742 -0.571
C -3.022 -2.988 -2.491
H -4.066 -2.347 0.955
H -3.490 -3.702 0.105
H -5.013 -2.934 -0.415
H -2.537 -3.891 -2.129
H -2.533 -2.615 -3.388
H -4.080 -3.131 -2.705
C -1.081 -2.421 3.668
S -0.209 -0.981 2.988
O 0.408 -1.567 1.712
C -1.645 0.036 2.478
H -1.460 -2.331 4.684
H -0.370 -3.247 3.659
H -1.910 -2.721 3.023
H -1.303 1.033 2.198
H -2.383 0.201 3.262
H -2.044 -0.477 1.607
C 2.769 -3.034 -3.411
S 1.010 -2.628 -3.398
O 0.771 -2.316 -1.910
C 1.140 -0.983 -4.108
H 3.320 -2.420 -4.121
H 2.905 -4.061 -3.751
H 3.147 -2.875 -2.407
H 1.987 -0.503 -3.617
H 0.260 -0.388 -3.867
H 1.309 -0.980 -5.184
C 1.172 1.619 4.962
C 2.579 1.138 4.554
O 3.069 0.172 5.088
C 3.199 1.734 3.312
H 1.213 2.063 5.955
H 0.575 0.716 4.899
H 0.873 2.403 4.268
H 4.115 2.274 3.574
H 2.583 2.411 2.733
H 3.563 0.866 2.762

---

Record 3
17
Properties=species:S:1:pos:R:3 method="wB97M-V/def2-TZVPD" lumo_ev="0.8 / -2.0" homo_energy_ev="-8.10 / -11.03" largest_force_ev_per_a=2.5 e_tot_ha=-724.8225 s_squared=2.007 e_above_lowest_kcal_mol=0.0 multiplicity=3
C 0.421 -0.353 -1.259
C 0.111 -0.116 0.162
C -0.310 -1.395 0.810
C -0.855 1.066 0.310
O 2.712 -1.387 -0.336
O 1.281 0.406 0.806
O 3.283 1.055 -0.528
P 2.733 -0.158 0.436
H 0.387 -1.310 -1.696
H 0.854 0.442 -1.892
H -0.626 -1.104 1.837
H 0.601 -2.074 0.723
H -1.124 -2.072 0.514
H -0.563 1.912 -0.365
H -0.932 1.274 1.365
H -1.810 0.747 0.019
H 3.403 1.799 0.094

---

Record 4
8
Properties=species:S:1:pos:R:3 method="wB97M-V/def2-TZVPD" lumo_ev=0.8 homo_energy_ev=-10.31 largest_force_ev_per_a=1.2 e_tot_ha=-191.8321 e_above_lowest_kcal_mol=48.9 multiplicity=1
C 3.026 -0.299 0.293
C 2.292 0.365 -0.382
H 3.687 -0.880 0.883
H 1.613 0.900 -0.976
C -2.252 0.435 0.292
O -2.427 -0.616 -0.281
H -1.443 1.105 -0.064
H -2.840 0.800 1.179